Formula: C5H17NO2
Source: OMol25
Level of theory: ωB97M-V/def2-TZVPD

Output
SMILES = CCN(C)CC.O.O
Relative energy (zero: lowest compared OMol25 entry of this formula, charge and spin) = 224.2 kJ/mol
Multiplicity = 1

```
25
Properties=species:S:1:pos:R:3:lowdin_charge:R:1
C 1.440 0.798 -1.881 -0.10
C 0.464 1.593 -1.056 -0.24
N -0.570 0.603 -0.599 -0.24
C -1.470 0.178 -1.625 -0.11
C -1.154 0.838 0.768 -0.26
C -1.945 -0.231 1.475 -0.12
H 2.165 0.646 -1.049 0.09
H 1.059 -0.126 -2.322 0.07
H 1.775 1.317 -2.730 0.05
H 0.137 2.416 -1.650 0.10
H 0.922 1.888 -0.084 0.12
H -1.595 -0.851 -1.787 0.06
H -0.996 0.513 -2.540 0.08
H -2.482 0.561 -1.635 0.09
H -1.880 1.695 0.771 0.12
H -0.301 1.164 1.330 0.09
H -1.546 -0.226 2.557 0.10
H -1.745 -1.296 1.250 0.06
H -3.054 -0.170 1.445 0.07
O 0.825 -1.970 0.987 -0.16
H 0.840 -2.921 0.503 0.14
H 0.466 -1.244 0.335 0.07
O 3.208 -2.001 2.497 -0.14
H 2.325 -2.006 2.003 0.00
H 3.110 -1.167 3.039 0.05
```

---

Formula: C21H28N4O5
Source: OMol25
Level of theory: ωB97M-V/def2-TZVPD

Output
SMILES = CCCCCn1c(=O)[nH]c2cc(C(=O)N3CCN(C(=O)OCC)CC3)ccc2c1=O
Relative energy (zero: lowest compared OMol25 entry of this formula, charge and spin) = 0.5 kJ/mol
Multiplicity = 1

```
58
Properties=species:S:1:pos:R:3:lowdin_charge:R:1
C 7.309 -1.555 -2.334 -0.11
C 6.605 -0.343 -2.932 -0.27
C 5.355 -0.752 -3.709 -0.22
C 4.699 0.403 -4.465 -0.17
C 4.112 1.490 -3.562 -0.12
N 3.087 0.960 -2.669 0.07
C 3.418 0.806 -1.338 -0.47
O 4.483 1.137 -0.870 0.08
N 2.443 0.251 -0.543 0.18
C 1.193 -0.119 -0.973 -0.16
C 0.257 -0.675 -0.104 0.04
C -0.996 -1.029 -0.578 -0.14
C -1.971 -1.723 0.327 -0.43
O -2.268 -2.889 0.147 0.08
N -2.450 -0.998 1.365 -0.04
C -2.330 0.433 1.519 -0.11
C -3.713 1.085 1.375 -0.10
N -4.642 0.477 2.299 -0.04
C -5.017 1.161 3.411 -0.54
O -4.753 2.325 3.601 0.09
O -5.753 0.400 4.248 -0.01
C -6.216 1.049 5.432 -0.22
C -5.143 1.082 6.510 -0.06
C -4.768 -0.954 2.139 -0.10
C -3.390 -1.606 2.286 -0.10
C -1.319 -0.844 -1.922 0.00
C -0.398 -0.285 -2.781 0.02
C 0.864 0.084 -2.316 -0.06
C 1.851 0.667 -3.233 -0.36
O 1.632 0.891 -4.403 0.10
H 8.193 -1.248 -1.781 0.07
H 7.615 -2.249 -3.115 0.07
H 6.645 -2.081 -1.651 0.07
H 7.291 0.179 -3.603 0.11
H 6.332 0.339 -2.126 0.09
H 5.627 -1.521 -4.436 0.11
H 4.633 -1.200 -3.020 0.11
H 3.897 0.013 -5.094 0.11
H 5.436 0.877 -5.115 0.12
H 3.642 2.256 -4.183 0.13
H 4.882 1.941 -2.937 0.12
H 2.694 0.126 0.428 0.17
H 0.516 -0.837 0.933 0.13
H -1.650 0.837 0.770 0.12
H -1.936 0.651 2.518 0.14
H -3.659 2.151 1.599 0.13
H -4.085 0.941 0.354 0.13
H -7.079 0.461 5.752 0.12
H -6.530 2.067 5.181 0.12
H -5.551 1.519 7.417 0.08
H -4.793 0.075 6.728 0.08
H -4.304 1.687 6.176 0.07
H -5.459 -1.343 2.883 0.13
H -5.163 -1.157 1.137 0.14
H -3.440 -2.672 2.056 0.13
H -3.023 -1.466 3.309 0.14
H -2.290 -1.149 -2.279 0.12
H -0.621 -0.125 -3.824 0.12
```

---

Formula: C4H13N3O
Source: OMol25
Level of theory: ωB97M-V/def2-TZVPD

Output
SMILES = NCNC[C@@H](N)CO
Relative energy (zero: lowest compared OMol25 entry of this formula, charge and spin) = 258.3 kJ/mol
Multiplicity = 1

```
21
Properties=species:S:1:pos:R:3:lowdin_charge:R:1
N 2.452 -0.614 1.225 0.01
C 1.311 -1.253 1.837 -0.31
N 0.158 -1.588 0.966 -0.07
C -0.969 -0.598 0.660 -0.16
C -0.914 -0.023 -0.747 -0.38
N -2.213 0.454 -1.171 0.03
C 0.211 1.093 -0.931 -0.20
O -0.338 2.142 -1.746 -0.11
H 2.309 0.260 0.755 0.03
H 2.883 -1.139 0.478 0.06
H 0.942 -0.744 2.727 0.11
H 1.527 -2.278 2.158 0.10
H 0.459 -1.906 0.060 0.08
H -1.852 -1.228 0.705 0.11
H -0.839 0.166 1.435 0.12
H -0.622 -0.710 -1.557 0.13
H -2.123 1.191 -1.864 0.06
H -2.610 0.968 -0.382 0.08
H 0.756 1.643 -0.153 0.10
H 1.037 0.600 -1.484 0.11
H 0.126 2.972 -1.546 0.09
```

---

Formula: C9H16N2O6
Source: OMol25
Level of theory: ωB97M-V/def2-TZVPD

Output
SMILES = C[C@@H](O)[C@H](NC(=O)[C@@H](N)CCC(=O)O)C(=O)O
Relative energy (zero: lowest compared OMol25 entry of this formula, charge and spin) = 465.0 kJ/mol
Multiplicity = 1

```
33
Properties=species:S:1:pos:R:3:lowdin_charge:R:1
C -2.297 1.399 1.936 0.00
C -1.041 0.795 2.744 -0.44
O -1.366 -0.440 3.189 -0.06
C 0.153 0.554 1.890 -0.18
N -0.180 -0.133 0.712 0.12
C -0.249 0.532 -0.446 -0.41
O -0.054 1.782 -0.616 0.04
C -0.915 -0.441 -1.480 -0.44
N -1.541 0.225 -2.514 0.04
C 0.305 -1.123 -1.942 -0.16
C 1.374 -0.232 -2.617 -0.11
C 2.669 -0.710 -3.121 -0.41
O 3.603 0.066 -3.589 0.01
O 2.801 -2.078 -3.264 0.06
C 1.402 -0.063 2.762 -0.50
O 2.514 0.190 2.510 0.15
O 1.159 -0.982 3.651 0.12
H -2.203 2.532 1.986 0.10
H -3.335 1.090 2.485 0.12
H -2.195 0.660 1.014 0.11
H -0.732 1.386 3.626 0.16
H -2.346 -0.376 3.436 0.15
H 0.410 1.567 1.681 0.15
H -0.229 -1.067 0.812 0.12
H -1.547 -1.118 -0.986 0.13
H -0.801 0.952 -2.844 0.12
H -2.428 0.825 -2.071 0.17
H 0.082 -1.850 -2.898 0.18
H 0.754 -1.607 -1.035 0.13
H 1.578 0.527 -1.868 0.13
H 0.743 0.103 -3.358 0.09
H 3.779 -2.045 -3.621 0.18
H 0.134 -0.922 3.836 0.14
```

---

Formula: C44H101N7O7P2S2
Source: OMol25
Level of theory: ωB97M-V/def2-TZVPD

Output
SMILES = CCOP(=O)(CCCO[P@](=O)(O)OCCCSC(=S)n1ccnc1)OCC.CCN(CC)CC.CCN(CC)CC.CCN(CC)CC.CCN(CC)CC.CCN(CC)CC
Multiplicity = 1
E_tot = -4126.09922 Ha

```
163
Properties=species:S:1:pos:R:3:lowdin_charge:R:1
C 3.787 -0.762 -9.219 -0.08
C 2.744 -1.963 -9.229 -0.28
O 1.359 -1.543 -9.160 -0.23
P 0.958 -0.959 -7.630 0.64
O 1.078 0.545 -7.737 -0.31
C -0.784 -1.524 -7.323 -0.20
C -1.469 -0.899 -6.052 -0.18
C -1.421 0.666 -5.988 -0.24
O -2.182 1.081 -4.782 -0.19
P -1.646 2.624 -4.427 0.56
O -2.713 3.407 -3.735 -0.27
O -1.242 3.507 -5.809 -0.15
O -0.356 2.597 -3.338 -0.22
C 0.295 3.911 -3.421 -0.23
C 1.392 4.048 -2.279 -0.20
C 2.516 2.989 -2.624 -0.46
S 3.884 2.953 -1.372 0.82
C 3.762 1.296 -0.624 -1.01
S 3.048 1.153 0.863 0.73
N 4.272 0.076 -1.213 -0.18
C 3.466 -1.021 -1.610 -0.07
C 4.442 -2.009 -2.088 -0.14
N 5.783 -1.519 -2.026 0.04
C 5.587 -0.271 -1.492 -0.17
O 2.074 -1.503 -6.524 -0.25
C 1.927 -0.900 -5.214 -0.24
C 1.339 -2.042 -4.249 -0.07
H 4.116 -0.588 -10.288 0.07
H 4.733 -1.011 -8.657 0.08
H 3.354 0.208 -8.865 0.07
H 3.012 -2.774 -8.488 0.11
H 2.865 -2.458 -10.240 0.12
H -1.368 -1.295 -8.265 0.12
H -0.788 -2.645 -7.211 0.10
H -1.107 -1.295 -5.069 0.10
H -2.567 -1.178 -6.109 0.13
H -1.889 1.176 -6.870 0.14
H -0.388 1.091 -5.858 0.07
H -0.382 3.200 -6.178 0.09
H -0.503 4.696 -3.342 0.12
H 0.874 3.969 -4.395 0.12
H 0.964 3.913 -1.252 0.12
H 1.811 5.089 -2.335 0.12
H 2.026 1.972 -2.636 0.08
H 2.994 3.240 -3.612 0.08
H 2.365 -1.153 -1.585 0.11
H 4.257 -3.040 -2.478 0.10
H 6.489 0.359 -1.332 0.13
H 2.968 -0.677 -4.839 0.12
H 1.319 0.040 -5.194 0.09
H 0.729 -2.708 -4.933 0.08
H 2.146 -2.617 -3.729 0.06
H 0.592 -1.572 -3.548 0.07
C -2.934 4.258 -0.689 -0.09
C -2.206 4.183 0.649 -0.27
N -1.497 5.407 1.000 -0.20
C -0.593 5.241 2.133 -0.25
C -1.209 4.902 3.492 -0.09
C -2.294 6.627 1.013 -0.25
C -3.510 6.675 1.941 -0.09
H -2.251 4.529 -1.495 0.05
H -3.362 3.283 -0.930 0.08
H -3.755 4.977 -0.671 0.07
H -1.477 3.370 0.569 0.11
H -2.924 3.887 1.425 0.10
H 0.020 6.142 2.236 0.11
H 0.118 4.446 1.879 0.10
H -1.676 5.772 3.951 0.06
H -0.421 4.575 4.177 0.06
H -1.939 4.094 3.433 0.07
H -2.638 6.821 -0.007 0.10
H -1.644 7.479 1.241 0.11
H -4.100 5.758 1.906 0.07
H -4.168 7.494 1.639 0.07
H -3.224 6.865 2.976 0.05
C 4.000 1.227 8.244 -0.09
C 2.946 1.540 7.189 -0.27
N 3.486 2.143 5.981 -0.19
C 2.457 2.680 5.098 -0.24
C 1.472 1.689 4.475 -0.08
C 4.551 1.403 5.316 -0.24
C 4.249 -0.027 4.862 -0.08
H 4.575 2.118 8.507 0.08
H 3.514 0.862 9.152 0.07
H 4.693 0.450 7.912 0.06
H 2.240 2.242 7.644 0.12
H 2.382 0.622 6.973 0.09
H 2.935 3.257 4.300 0.11
H 1.879 3.417 5.667 0.11
H 1.927 1.129 3.660 0.02
H 0.629 2.237 4.043 0.06
H 1.060 0.989 5.203 0.06
H 5.415 1.371 5.988 0.10
H 4.906 1.978 4.455 0.11
H 3.711 -0.603 5.619 0.06
H 5.187 -0.554 4.663 0.08
H 3.674 -0.047 3.936 0.04
C -0.043 -2.113 5.812 -0.08
C -0.339 -2.921 7.071 -0.27
N 0.625 -3.983 7.322 -0.19
C 0.196 -4.913 8.363 -0.26
C 0.040 -4.361 9.781 -0.08
C 2.023 -3.580 7.391 -0.24
C 2.411 -2.533 8.438 -0.08
H 0.029 -2.760 4.935 0.08
H -0.850 -1.397 5.636 0.08
H 0.884 -1.540 5.901 0.05
H -1.326 -3.373 6.934 0.12
H -0.423 -2.231 7.921 0.10
H 0.880 -5.768 8.386 0.11
H -0.769 -5.337 8.059 0.10
H 1.004 -4.212 10.264 0.06
H -0.506 -5.084 10.395 0.07
H -0.522 -3.427 9.810 0.07
H 2.319 -3.202 6.408 0.10
H 2.648 -4.468 7.533 0.12
H 1.705 -1.702 8.482 0.07
H 3.390 -2.112 8.187 0.07
H 2.500 -2.967 9.433 0.06
C -3.919 4.643 -6.722 -0.10
C -5.008 4.986 -7.732 -0.27
N -4.498 5.566 -8.967 -0.20
C -5.545 6.134 -9.808 -0.25
C -6.590 5.177 -10.386 -0.09
C -3.488 4.788 -9.670 -0.25
C -3.856 3.366 -10.103 -0.09
H -3.308 5.519 -6.492 0.09
H -4.375 4.301 -5.791 0.07
H -3.263 3.845 -7.071 0.04
H -5.669 5.713 -7.251 0.12
H -5.611 4.087 -7.917 0.10
H -5.081 6.691 -10.629 0.11
H -6.073 6.892 -9.219 0.11
H -6.191 4.598 -11.218 0.05
H -7.430 5.754 -10.785 0.07
H -6.995 4.495 -9.638 0.07
H -2.599 4.729 -9.035 0.10
H -3.150 5.347 -10.549 0.11
H -4.381 2.813 -9.321 0.07
H -2.945 2.808 -10.337 0.07
H -4.469 3.362 -11.004 0.05
C -0.740 -6.512 4.912 -0.09
C -1.076 -7.969 4.615 -0.27
N -0.067 -8.906 5.084 -0.19
C -0.256 -10.258 4.569 -0.25
C -1.520 -11.009 4.991 -0.09
C 0.278 -8.821 6.497 -0.25
C -0.846 -9.011 7.519 -0.09
H 0.234 -6.240 4.502 0.08
H -1.489 -5.860 4.457 0.07
H -0.737 -6.303 5.984 0.04
H -1.161 -8.061 3.528 0.12
H -2.070 -8.192 5.027 0.10
H 0.619 -10.863 4.825 0.11
H -0.247 -10.202 3.475 0.11
H -1.450 -11.374 6.014 0.05
H -1.649 -11.890 4.355 0.07
H -2.423 -10.405 4.888 0.07
H 0.739 -7.845 6.678 0.09
H 1.077 -9.537 6.717 0.12
H -1.754 -8.468 7.249 0.07
H -0.522 -8.632 8.494 0.07
H -1.097 -10.062 7.657 0.05
```

---

Formula: C5H13NO
Source: OMol25
Level of theory: ωB97M-V/def2-TZVPD

Output
SMILES = CC(N)=O.CCC
Relative energy (zero: lowest compared OMol25 entry of this formula, charge and spin) = 23.5 kJ/mol
Multiplicity = 1

```
20
Properties=species:S:1:pos:R:3:lowdin_charge:R:1
C 1.063 2.399 0.409 -0.01
C 1.762 1.043 0.419 -0.60
N 1.552 0.331 1.586 0.15
O 2.513 0.724 -0.464 0.05
H 0.381 2.556 1.241 0.07
H 0.656 2.642 -0.565 0.08
H 1.914 3.057 0.622 0.09
H 2.010 -0.544 1.596 0.09
H 0.705 0.510 2.069 0.08
C -1.845 -2.687 -0.945 -0.13
C -1.533 -1.194 -0.828 -0.32
C -2.729 -0.437 -0.195 -0.12
H -2.452 -2.950 -1.814 0.07
H -2.375 -3.020 -0.054 0.07
H -0.948 -3.301 -1.056 0.07
H -0.610 -1.063 -0.258 0.08
H -1.267 -0.718 -1.776 0.10
H -2.518 0.628 -0.269 0.06
H -3.602 -0.657 -0.808 0.07
H -2.860 -0.830 0.809 0.07
```

---

Formula: C2H5BrO
Source: OMol25
Level of theory: ωB97M-V/def2-TZVPD

Output
Relative energy (zero: lowest compared OMol25 entry of this formula, charge and spin) = 388.0 kJ/mol
Multiplicity = 1

```
9
Properties=species:S:1:pos:R:3:lowdin_charge:R:1
C -0.295 0.534 0.596 -0.14
C 0.793 -0.372 0.130 -0.91
O 0.570 -1.677 0.263 -0.05
Br 2.584 0.205 0.266 0.70
H 0.053 1.559 0.658 0.07
H -1.134 0.488 -0.095 0.07
H -0.661 0.208 1.574 0.08
H 0.226 -0.145 -2.416 0.09
H 1.283 -2.222 -0.099 0.10
```

---

Formula: C17H11BeN4O2
Source: OMol25
Level of theory: ωB97M-V/def2-TZVPD

Output
Net charge = +1
Multiplicity = 1
E_tot = -1038.52818 Ha

```
35
Properties=species:S:1:pos:R:3:lowdin_charge:R:1
Be 1.036 -0.789 -0.130 0.19
O -4.261 2.835 -0.626 0.02
C -3.450 3.040 0.252 -0.70
O -3.364 3.695 1.267 0.02
C -2.077 2.156 0.002 -0.02
C -1.034 2.249 0.918 0.10
C 0.011 1.338 0.796 -0.14
N -0.028 0.439 -0.186 0.04
C -0.924 0.439 -1.172 -0.14
C -1.996 1.323 -1.108 0.10
C -0.601 -0.640 -2.097 -0.15
C -1.387 -1.013 -3.182 0.04
C -1.060 -2.163 -3.882 0.00
C 0.105 -2.847 -3.544 -0.02
C 0.884 -2.365 -2.509 -0.08
N 0.535 -1.310 -1.774 0.06
C 1.172 1.065 1.634 -0.15
C 1.467 1.731 2.818 0.04
C 2.502 1.263 3.610 0.00
C 3.280 0.207 3.144 -0.02
C 2.982 -0.348 1.913 -0.08
N 1.938 0.039 1.182 0.06
H -1.101 2.992 1.696 0.13
H -2.780 1.373 -1.847 0.13
H -2.256 -0.426 -3.435 0.13
H -1.703 -2.531 -4.665 0.13
H 0.394 -3.750 -4.058 0.12
H 1.811 -2.848 -2.237 0.13
H 0.862 2.573 3.116 0.13
H 2.693 1.698 4.579 0.13
H 4.092 -0.194 3.731 0.12
H 3.582 -1.146 1.502 0.13
N -0.474 -2.726 1.459 0.27
C 0.294 -2.133 0.832 0.13
H -1.146 -3.233 2.000 0.13
```

---

Formula: C4H13N2PS2
Source: OMol25
Level of theory: ωB97M-V/def2-TZVPD

Output
SMILES = C=NCCC.NP(S)S
Relative energy (zero: lowest compared OMol25 entry of this formula, charge and spin) = 262.4 kJ/mol
Multiplicity = 1

```
22
Properties=species:S:1:pos:R:3:lowdin_charge:R:1
C -0.406 -1.471 -1.254 -0.06
N -0.139 -0.282 -0.935 -0.10
C -1.215 0.701 -0.893 -0.27
C -1.312 1.554 0.339 -0.27
C -2.009 0.943 1.567 -0.09
H 0.618 -2.031 -1.324 0.05
H -1.405 -1.764 -1.449 0.06
H -2.151 0.252 -0.914 0.08
H -1.002 1.376 -1.671 0.10
H -0.388 2.060 0.403 0.07
H -1.991 2.513 0.002 0.16
H -3.057 0.921 1.385 0.06
H -1.610 -0.016 1.682 0.04
H -1.782 1.613 2.424 0.09
N 2.042 -0.275 1.476 -0.35
P 2.593 -0.835 0.030 0.25
S 4.538 -1.004 0.889 0.33
S 2.806 1.019 -1.297 0.21
H 2.236 -0.724 2.345 0.02
H 1.126 0.169 1.543 0.02
H 5.105 -1.842 0.002 -0.20
H 1.990 0.466 -2.300 -0.20
```

---

Formula: C6H13N4
Source: OMol25
Level of theory: ωB97M-V/def2-TZVPD

Output
Relative energy (zero: lowest compared OMol25 entry of this formula, charge and spin) = 650.1 kJ/mol
Net charge = +1
Multiplicity = 1

```
23
Properties=species:S:1:pos:R:3:lowdin_charge:R:1
C 1.816 1.077 1.110 0.09
C -0.544 0.627 1.106 -0.06
C 2.222 -0.163 -1.575 -0.07
C -2.436 0.804 -0.580 -0.02
C 0.956 0.239 -0.867 -0.19
C -0.970 -1.169 -0.277 -0.11
N -0.255 -2.370 1.709 0.22
N 0.826 0.527 0.412 -0.16
N -0.806 -2.022 0.676 0.02
N -1.549 0.009 0.241 -0.16
H 1.704 1.451 2.037 0.05
H 2.814 1.289 0.684 0.11
H -0.410 -0.055 1.991 0.13
H -0.902 1.708 1.396 0.19
H 2.848 0.756 -1.880 0.11
H 2.811 -0.801 -0.917 0.08
H 2.062 -0.722 -2.532 0.09
H -2.530 1.823 -0.107 0.12
H -3.390 0.244 -0.484 0.11
H -2.207 0.874 -1.582 0.06
H 0.076 0.347 -1.510 0.11
H -1.220 -1.452 -1.258 0.14
H -0.915 -3.022 2.208 0.13
```

---

Formula: C5H5F5N2
Source: OMol25
Level of theory: ωB97M-V/def2-TZVPD

Output
Relative energy (zero: lowest compared OMol25 entry of this formula, charge and spin) = 0.0 kJ/mol
Multiplicity = 1

```
17
Properties=species:S:1:pos:R:3:lowdin_charge:R:1
C -1.758 0.534 0.077 -0.15
C -2.279 -0.836 -0.347 -0.19
C -0.516 0.135 0.800 -0.09
C 1.434 0.209 -0.706 -0.28
C 2.589 0.339 0.233 -0.55
N -1.406 -1.737 0.358 0.01
N -0.539 -1.213 0.997 0.01
F 1.471 -0.942 -1.378 0.12
F 1.344 1.245 -1.534 0.13
F 2.896 -0.789 0.926 0.15
F 2.283 1.364 0.975 0.18
F 3.820 0.649 -0.381 0.09
H -1.627 1.321 -0.614 0.10
H -2.347 0.802 0.968 0.13
H -3.404 -1.136 -0.184 0.16
H -2.100 -0.781 -1.407 0.11
H 0.139 0.835 1.217 0.08
```

---

Formula: C5H8N2O
Source: OMol25
Level of theory: ωB97M-V/def2-TZVPD

Output
SMILES = [H]/N=C/C=O.C=C=NC
Relative energy (zero: lowest compared OMol25 entry of this formula, charge and spin) = 462.0 kJ/mol
Multiplicity = 1

```
16
Properties=species:S:1:pos:R:3:lowdin_charge:R:1
H -0.180 -1.780 -2.925 0.05
N -0.183 -0.806 -2.621 0.09
C -0.799 -0.534 -1.551 -0.23
C -0.800 1.035 -1.039 -0.31
O -1.782 1.532 -0.520 0.00
H -1.464 -1.175 -0.962 0.09
H -0.340 1.546 -1.905 0.11
C -0.729 -1.296 1.617 0.04
C 0.049 -0.607 0.820 -0.18
N 0.655 0.417 0.444 0.00
C 1.750 1.094 1.100 -0.06
H -1.557 -0.811 2.114 0.08
H -0.747 -2.374 1.627 0.06
H 2.273 1.702 0.361 0.08
H 2.463 0.370 1.496 0.08
H 1.390 1.685 1.945 0.09
```